Entry 1:
Below is C8H11NO4 in the gas phase, with properties calculated with wB97M-V/def2-TZVPD.

The HOMO energy (spin up / spin down) is -0.25512 / -0.35351 Eh. The expectation value of S² is 2.01. As for the spin multiplicity: 3. The calculation puts the gap between HOMO and LUMO (spin up / spin down) at 0.283 / 0.313 Eh. For the max |F|, the calculation gives 4.9 eV/A.

Each line ends with the natural charge from an NBO analysis.
Geometry (Å):
C 0.6527 -0.3694 -1.5540  -0.101
C -0.5630 -0.8205 -1.4519  -0.142
C 1.0334 -1.1573 2.3565  0.883
C -1.4311 -0.8815 -0.2081  -0.115
C -0.4269 0.3951 1.4670  0.294
C 0.9681 0.6269 0.8419  0.397
C -1.3745 -1.4184 -2.6127  -0.631
C 0.8126 2.8712 0.2424  -0.258
N 1.7120 -0.4216 1.4444  -0.657
O 1.4673 -2.0236 3.0734  -0.579
O -0.2816 -0.7409 2.2726  -0.505
O -1.4894 0.2525 0.5463  -0.514
O 1.6227 1.8656 0.8318  -0.503
H 1.3724 -0.5890 -2.3025  0.172
H -2.4616 -1.2570 -0.4199  0.205
H -1.0743 -1.8736 0.3267  0.190
H -0.8482 1.3805 2.0432  0.190
H -1.3952 -2.4892 -2.3554  0.229
H -0.7484 -1.3590 -3.4513  0.211
H -2.1270 -0.8139 -2.9029  0.225
H 1.5603 3.6294 -0.0694  0.206
H 0.1422 3.2304 1.0229  0.172
H 0.1444 2.4649 -0.4653  0.197
H 2.7329 -0.5014 1.3244  0.433

---

Entry 2:
Below is a molecular structure, C30H53GeN4NiSi3Te, with properties calculated with wB97M-V/def2-TZVPD.

The HOMO energy (spin up / spin down) is -0.45256 / -0.45256 Eh. The expectation value of S² is 0.84. Its charge is +2. As for the spin multiplicity: 2. The calculation puts the gap between HOMO and LUMO (spin up / spin down) at 0.215 / 0.205 Eh. For the max |F|, the calculation gives 0.3 eV/A.

Each line ends with the Löwdin spin population.
Geometry (Å):
Ni -0.6027 0.7187 0.3048  0.673
C -2.7549 2.6583 1.4185  -0.001
C -2.1110 3.5615 0.3730  0.001
C -2.1927 2.9256 -0.9835  0.004
C -2.9516 3.5221 -1.9815  0.000
C -3.1451 2.8727 -3.1872  0.002
C -2.5720 1.6243 -3.3637  0.000
C -1.8078 1.1033 -2.3420  0.004
N -1.6012 1.7301 -1.1749  0.006
N -1.8666 1.5504 1.8248  -0.023
C -2.6572 0.4010 2.3210  0.000
C -2.9246 -0.6252 1.2511  0.003
C -4.0513 -1.4290 1.2841  0.002
C -4.1687 -2.4631 0.3697  -0.002
C -3.1488 -2.6716 -0.5472  0.002
C -2.0677 -1.8129 -0.5327  0.006
N -1.9615 -0.8026 0.3353  0.057
C -0.9044 2.0046 2.8462  0.001
C 0.1206 0.9253 3.0575  0.004
C 0.6872 0.6756 4.2923  0.000
C 1.5232 -0.4223 4.4416  0.002
C 1.7212 -1.2613 3.3592  0.000
C 1.1269 -0.9366 2.1548  0.006
N 0.3816 0.1569 1.9851  0.009
H -3.0491 3.2333 2.3023  -0.001
H -3.6630 2.2212 1.0001  0.000
H -2.6429 4.5113 0.3489  0.000
H -1.0784 3.7949 0.6376  0.000
H -3.4014 4.4877 -1.7958  0.000
H -3.7408 3.3274 -3.9674  0.000
H -2.7081 1.0623 -4.2763  0.000
H -1.3315 0.1426 -2.4484  0.002
H -2.0899 -0.1236 3.0956  0.000
H -3.5888 0.7399 2.7806  0.000
H -4.8181 -1.2517 2.0261  0.000
H -5.0404 -3.1039 0.3782  0.000
H -3.1913 -3.4772 -1.2663  0.000
H -1.2488 -1.9280 -1.2326  0.002
H -0.4287 2.9249 2.4990  0.000
H -1.4073 2.2360 3.7908  -0.001
H 0.4534 1.3177 5.1309  0.000
H 1.9809 -0.6353 5.3985  0.000
H 2.3165 -2.1594 3.4378  0.000
H 1.2335 -1.5715 1.2906  0.003
C -1.8029 -2.9491 5.7433  0.000
Te -1.4457 -3.1598 3.6533  0.000
C -3.1713 -4.3579 3.3008  0.000
H -2.7487 -2.4429 5.9122  0.000
H -0.9917 -2.3607 6.1665  0.000
H -1.8100 -3.9322 6.2046  0.000
H -3.1207 -5.2462 3.9239  0.000
H -3.1637 -4.6546 2.2543  0.000
H -4.0737 -3.7936 3.5202  0.000
C 1.7179 3.2237 -0.0259  0.011
Si 1.9126 2.4129 -1.7161  0.028
C 0.8762 3.2548 -3.0233  0.002
C 3.6981 2.5486 -2.2544  0.012
Ge 1.4547 0.0615 -1.3811  0.130
Si 3.4954 -0.8401 -0.3751  0.012
C 4.7591 -0.9200 -1.7572  0.006
C 3.3454 -2.6087 0.2731  0.000
C 4.1258 0.3575 0.9309  0.000
Si 1.1218 -1.3617 -3.3263  0.015
C 1.5215 -3.1097 -2.7980  0.000
C 2.4159 -0.6578 -4.4824  0.011
C -0.5041 -1.3630 -4.2610  0.000
H 1.6223 4.3086 -0.1179  0.000
H 2.5923 3.0141 0.5936  0.000
H 0.8446 2.8614 0.5257  0.007
H 1.3382 4.2229 -3.2373  0.000
H -0.1544 3.4428 -2.7318  0.000
H 0.8722 2.6869 -3.9558  0.000
H 3.9394 3.6058 -2.3989  0.002
H 3.8715 2.0430 -3.2061  0.000
H 4.3947 2.1495 -1.5186  0.000
H 4.5270 -1.7092 -2.4736  0.000
H 5.7160 -1.1798 -1.2924  0.001
H 4.9012 0.0129 -2.2988  0.000
H 3.9220 -3.2639 -0.3823  0.000
H 2.3399 -3.0263 0.3231  0.000
H 3.7928 -2.6851 1.2669  0.000
H 4.6709 1.1708 0.4477  0.000
H 4.8311 -0.1502 1.5941  0.000
H 3.3476 0.8033 1.5499  0.000
H 2.5547 -3.1939 -2.4587  0.000
H 1.3963 -3.7899 -3.6441  0.000
H 0.8788 -3.4653 -1.9896  0.000
H 3.4084 -0.5995 -4.0365  0.000
H 2.1340 0.3414 -4.8215  0.000
H 2.4872 -1.2972 -5.3674  0.002
H -1.3733 -1.7063 -3.6975  0.000
H -0.3693 -2.0623 -5.0914  0.000
H -0.7248 -0.3899 -4.6999  0.000

---

Entry 3:
Below is 7 unconnected molecules or ions with the total composition C21H50Br2NO10, with properties calculated with wB97M-V/def2-TZVPD.

The HOMO energy is -0.16722 Eh. Its charge is -1. The calculation puts the gap between HOMO and LUMO at 0.251 Eh. For the max |F|, the calculation gives 9.2 eV/A.

Each line ends with the Mulliken charge.
Geometry (Å):
C -1.5090 1.9407 -1.4193  -0.542
C -0.8920 1.2072 -0.0908  0.060
Br -2.4088 1.0924 1.2693  -0.251
C -0.3882 -0.3365 -0.3128  -0.968
Br -1.8487 -1.4964 -1.0567  -0.005
C 1.0527 -0.4682 -1.1288  1.617
N 1.9947 0.5534 -0.4571  -0.308
C 0.9492 -0.0220 -2.6995  -0.702
C 1.6432 -1.0442 -3.7736  -0.222
C 0.4976 -2.1241 -4.2301  -0.272
C 0.8983 -3.6990 -4.0178  0.375
O -0.1026 -4.5343 -3.6232  -0.573
O 2.2929 -4.1689 -4.2461  -0.528
C 1.7230 -1.9384 -0.8563  -0.099
O 3.0562 -1.9666 -0.5780  -0.741
O 1.0287 -3.2349 -0.8351  -0.760
H -2.3976 2.6432 -1.0563  0.234
H -1.9816 1.2024 -2.2145  0.215
H -0.6865 2.5577 -2.0262  0.072
H -0.0874 1.9097 0.4356  0.388
H -0.1592 -0.7658 0.7779  0.305
H 2.8965 0.6217 -0.9787  0.355
H 2.1287 0.3210 0.5534  0.187
H -0.1953 0.0731 -3.0225  -0.095
H 1.4214 1.0498 -2.8704  0.007
H 2.6651 -1.5071 -3.4429  0.336
H 1.8840 -0.3905 -4.7433  0.088
H 0.2875 -1.9645 -5.3937  0.446
H -0.5575 -1.9657 -3.7060  0.028
H 2.6792 -4.1856 -3.3002  0.396
C 5.7621 3.0026 -0.0932  -1.028
C 4.6628 4.0275 0.0949  -0.218
O 3.5424 3.6902 -0.7095  -0.431
H 6.0669 2.9538 -1.1436  0.233
H 6.6352 3.2508 0.5169  0.350
H 5.4112 2.0030 0.1834  0.315
H 5.0106 5.0210 -0.2033  0.268
H 4.3435 4.0731 1.1405  0.273
H 3.2360 2.8101 -0.4311  0.193
C -2.9706 -3.3443 2.4789  -0.465
C -4.4217 -2.9917 2.2253  -0.370
O -4.7927 -1.8691 3.0116  -0.518
H -2.8089 -3.5696 3.5380  0.259
H -2.6701 -4.2110 1.8834  0.359
H -2.3179 -2.5014 2.2293  -0.122
H -5.0721 -3.8287 2.4966  0.306
H -4.5889 -2.7526 1.1707  0.278
H -4.2150 -1.1292 2.7570  0.260
C -2.5225 6.4594 0.0296  -1.016
C -1.3805 5.8448 0.8122  -0.254
O -0.5209 5.1309 -0.0639  -0.371
H -3.0930 5.6838 -0.4916  0.240
H -3.1972 7.0098 0.6914  0.341
H -2.1431 7.1441 -0.7359  0.328
H -1.7628 5.1449 1.5612  0.263
H -0.7974 6.6153 1.3258  0.257
H -0.1802 5.7630 -0.7198  0.227
C 1.8953 -3.5212 3.0780  -0.810
C 1.9494 -2.1730 3.7664  -0.328
O 0.9819 -1.3008 3.2013  -0.428
H 2.0823 -3.4129 2.0047  0.127
H 2.6385 -4.2042 3.4990  0.360
H 0.9027 -3.9709 3.1844  0.252
H 2.9359 -1.7174 3.6388  0.280
H 1.7505 -2.2713 4.8379  0.277
H 0.1088 -1.7104 3.3273  0.230
C -5.3195 -3.8210 6.1804  -0.830
C -5.1168 -5.2973 6.4520  -0.265
O -3.7716 -5.6606 6.1784  -0.509
H -5.0813 -3.5852 5.1381  0.096
H -6.3530 -3.5257 6.3821  0.334
H -4.6521 -3.2173 6.8040  0.322
H -5.7697 -5.8975 5.8113  0.273
H -5.3405 -5.5387 7.4955  0.263
H -3.2005 -5.1281 6.7583  0.291
C 2.1901 3.8686 -6.0667  -1.202
C 2.3437 2.4331 -5.6083  -0.153
O 1.1316 1.9778 -5.0254  -0.375
H 1.9234 4.5151 -5.2242  0.285
H 3.1176 4.2364 -6.5144  0.365
H 1.3842 3.9561 -6.8027  0.340
H 3.1349 2.3538 -4.8569  0.265
H 2.5976 1.7783 -6.4474  0.315
H 0.4373 2.0443 -5.7032  0.221

---

Entry 4:
Below is C6H11NO in the gas phase, with properties calculated with wB97M-V/def2-TZVPD.

The structure (SMILES) is C=CCCC(=O)NC. The HOMO energy is -0.33811 Eh. The calculation puts the gap between HOMO and LUMO at 0.368 Eh. For the max |F|, the calculation gives 4.9 eV/A.

Each line ends with the natural charge from an NBO analysis.
Geometry (Å):
C 2.9191 -1.2411 1.2799  -0.405
C 1.7008 -1.0745 0.8785  -0.153
C 1.1007 -0.5320 -0.3721  -0.456
C -0.3969 -0.7516 -0.3344  -0.495
C -0.9734 0.3007 0.6292  0.673
O -0.6472 0.5124 1.8006  -0.630
N -1.8292 1.2207 0.1281  -0.611
C -2.1312 1.6324 -1.3037  -0.423
H 3.7325 -1.0387 0.6771  0.178
H 3.2442 -1.5702 2.2439  0.203
H 0.7958 -1.4017 1.5841  0.205
H 1.5077 -1.1507 -1.2168  0.223
H 1.3424 0.5718 -0.4820  0.227
H -0.9331 -0.6394 -1.3256  0.215
H -0.6624 -1.7710 -0.0426  0.239
H -2.2116 1.8049 0.7910  0.393
H -1.1851 1.4888 -1.8910  0.203
H -2.4865 2.6682 -1.2707  0.217
H -2.8863 0.9709 -1.7737  0.196

---

Entry 5:
Below is 2 unconnected molecules or ions with the total composition C3H8N2O2, with properties calculated with wB97M-V/def2-TZVPD.

The HOMO energy (spin up / spin down) is -0.27412 / -0.29646 Eh. The calculation puts the gap between HOMO and LUMO (spin up / spin down) at 0.256 / 0.282 Eh. For the max |F|, the calculation gives 3.0 eV/A.

Each line ends with the natural charge from an NBO analysis.
Geometry (Å):
C -0.8230 -0.0457 -0.7477  -0.246
C -1.2176 0.1539 1.2725  0.072
C 1.5270 0.0192 -0.1480  -0.484
N 0.3230 -0.7754 -0.2406  -0.461
O -0.2846 0.4919 2.1708  -0.658
N -0.0755 -0.7823 -2.1357  0.200
O 0.6593 -0.1593 -2.8378  -0.300
H 0.3600 -0.2283 2.2554  0.493
H -0.7963 1.0261 -0.9571  0.211
H -1.7783 -0.5581 -0.7733  0.229
H -1.9131 0.9753 1.1358  0.175
H -1.6258 -0.8454 1.3678  0.171
H 1.9536 0.3347 -1.1151  0.198
H 1.3888 0.9625 0.4048  0.192
H 2.3027 -0.5691 0.3484  0.207

---

Entry 6:
Below is a molecular structure, C32H26N5S5Y, with properties calculated with wB97M-V/def2-TZVPD.

The HOMO energy is -0.26732 Eh. The calculation puts the gap between HOMO and LUMO at 0.258 Eh. For the max |F|, the calculation gives 0.5 eV/A.

Each line ends with the natural charge from an NBO analysis.
Geometry (Å):
Y 0.9846 0.0630 -0.0639  1.424
S 2.3410 2.3545 0.5505  -0.358
C 3.1068 2.0993 2.1144  -0.173
C 3.2259 3.1823 2.9987  -0.220
C 3.8767 3.0661 4.2133  -0.196
C 4.4539 1.8578 4.5915  -0.240
C 4.3545 0.7751 3.7353  -0.234
C 3.6671 0.8855 2.5259  -0.136
S 3.5370 -0.5443 1.4761  0.297
C 2.7560 -1.6949 2.6405  -0.566
C 2.0864 -2.8338 1.9275  0.253
C 1.9200 -4.0353 2.6035  -0.247
C 1.1994 -5.0459 2.0019  -0.137
C 0.6931 -4.8347 0.7307  -0.248
C 0.9292 -3.6222 0.1076  0.232
C 0.3737 -3.3593 -1.2576  -0.561
S -0.8712 -2.0300 -1.2181  0.283
C -1.8826 -2.5917 0.1298  -0.159
C -2.8226 -3.5816 -0.1780  -0.228
C -3.6470 -4.1134 0.7938  -0.247
C -3.5390 -3.6275 2.0951  -0.192
C -2.6261 -2.6383 2.4008  -0.221
C -1.7614 -2.0859 1.4343  -0.155
S -0.6615 -0.8248 1.9759  -0.407
N 1.6055 -2.6260 0.7022  -0.482
H 2.7925 4.1283 2.6981  0.221
H 3.9432 3.9264 4.8683  0.213
H 4.9822 1.7643 5.5311  0.214
H 4.8196 -0.1683 4.0004  0.211
H 2.0089 -1.1388 3.2099  0.264
H 3.5035 -2.0802 3.3309  0.227
H 2.3340 -4.1535 3.5967  0.222
H 1.0267 -5.9832 2.5166  0.222
H 0.1134 -5.5942 0.2231  0.225
H -0.0788 -4.2548 -1.6777  0.226
H 1.1466 -2.9848 -1.9282  0.280
H -2.8942 -3.9266 -1.2038  0.216
H -4.3670 -4.8819 0.5434  0.215
H -4.1804 -4.0207 2.8756  0.213
H -2.5525 -2.2595 3.4127  0.222
N 1.2132 -0.8989 -4.6995  -0.797
C 1.1229 -0.3150 -3.4709  0.313
S 2.3978 -0.6958 -2.3519  -0.359
N 0.0878 0.4696 -3.3275  -0.448
N -0.0797 1.0026 -2.0727  -0.316
C -0.9161 1.9771 -2.0324  0.238
C -1.6070 2.4948 -3.2474  -0.091
C -2.7207 1.8232 -3.7419  -0.125
C -3.3852 2.3063 -4.8577  -0.225
C -2.9397 3.4622 -5.4891  -0.211
C -1.8276 4.1312 -4.9992  -0.206
C -1.1641 3.6497 -3.8767  -0.206
C -1.2175 2.5893 -0.7161  0.168
C -1.9258 3.7786 -0.6194  -0.229
C -2.1577 4.3144 0.6360  -0.145
C -1.6898 3.6438 1.7517  -0.250
C -1.0076 2.4548 1.5642  0.107
N -0.7785 1.9379 0.3625  -0.481
H 2.0947 -1.2986 -4.9659  0.400
H 0.6072 -0.5399 -5.4184  0.399
H -3.0520 0.9123 -3.2561  0.213
H -4.2506 1.7785 -5.2388  0.215
H -3.4577 3.8383 -6.3621  0.215
H -1.4735 5.0285 -5.4892  0.216
H -0.2916 4.1681 -3.4947  0.222
H -2.2848 4.2702 -1.5120  0.237
H -2.6997 5.2456 0.7381  0.221
H -1.8512 4.0225 2.7516  0.227
H -0.6425 1.8824 2.4065  0.224

---

Entry 7:
Below is a molecular structure, C21H27N3O2S, with properties calculated with wB97M-V/def2-TZVPD.

The HOMO energy is -0.27260 Eh. The calculation puts the gap between HOMO and LUMO at 0.281 Eh. For the max |F|, the calculation gives 17.9 eV/A.

Each line ends with the natural charge from an NBO analysis.
Geometry (Å):
C -3.8131 5.2382 -5.9778  -0.195
H -4.3507 5.9383 -6.7620  0.191
O -4.9739 4.7148 -5.2074  -0.480
C -4.4984 3.7666 -4.2560  0.252
C -5.4321 3.2669 -3.5717  -0.246
C -5.2255 2.4292 -2.3746  -0.162
C -3.9025 1.9820 -2.1121  -0.225
C -3.0254 2.1528 -3.0384  -0.068
C -3.2236 3.1078 -3.9999  -0.248
H -2.3850 3.5466 -4.6711  0.212
C -1.8147 1.6308 -2.6185  0.095
C -0.5359 1.9728 -3.2335  -0.403
S 0.9424 1.1326 -2.9231  0.193
C -0.4368 0.2231 -1.7766  0.479
N -1.5619 0.5074 -2.0152  -0.515
N 0.0988 -0.8265 -1.0543  -0.507
C -0.8051 -1.3808 -0.2937  -0.238
H -0.7061 -2.5065 -0.1780  0.191
C -0.8215 -0.9628 1.1434  -0.126
N 0.7041 -1.0948 1.6766  -0.445
C 1.0085 -2.1480 2.5410  0.643
O 0.0888 -2.5286 3.4043  -0.653
C 2.3636 -2.2960 2.9951  -0.311
C 2.9818 -1.0617 3.9370  -0.325
C 4.2630 -1.6529 4.1269  -0.368
C 4.4848 -2.7023 4.8733  -0.429
C 4.1711 -3.8266 3.9617  -0.384
C 2.4216 -3.6789 3.7067  -0.346
H 2.0295 -3.5232 4.6465  0.216
H 2.2302 -4.3611 3.0387  0.203
H 3.9969 -4.8819 4.6403  0.192
H 4.6707 -4.0865 3.1043  0.206
H 3.9275 -2.6557 5.8595  0.227
H 5.7113 -2.9035 5.1206  0.206
H 4.8479 -0.5825 4.7890  0.126
H 4.8621 -1.4360 3.3747  0.219
H 2.3150 -1.2277 4.5601  0.192
H 2.8935 0.0052 3.4031  0.225
H 3.0227 -2.3897 2.0315  0.181
C 1.6087 -0.5618 0.8392  -0.266
H 1.4803 0.7251 0.6287  0.182
C 1.4369 -1.0033 -0.5059  -0.184
H 1.6777 -2.2036 -0.7070  0.208
H 2.2051 -0.6017 -1.5154  0.232
H 2.6749 -0.8403 0.9994  0.241
H -0.9099 0.2270 1.0645  0.175
H -1.2559 -1.3325 1.8368  0.194
H -1.8823 -1.1072 -0.6896  0.251
H -0.4123 2.8641 -3.9734  0.216
H -3.8683 1.0770 -1.2848  0.231
H -6.2153 2.0316 -1.7917  0.227
H -6.5776 3.7195 -3.5692  0.221
H -3.1582 5.6393 -5.5812  0.127
H -3.3273 4.4660 -6.6205  0.171

---

Entry 8:
Below is 2 unconnected molecules or ions with the total composition C4H15N3O, with properties calculated with wB97M-V/def2-TZVPD.

The HOMO energy (spin up / spin down) is -0.24174 / -0.43707 Eh. The expectation value of S² is 0.75. Its charge is +1. As for the spin multiplicity: 2. The calculation puts the gap between HOMO and LUMO (spin up / spin down) at 0.134 / 0.321 Eh. For the max |F|, the calculation gives 3.3 eV/A.

Each line ends with the natural charge from an NBO analysis.
Geometry (Å):
C -0.3881 1.8109 -0.1645  -0.250
C 0.6629 0.9299 0.4383  -0.522
C 0.6214 -0.5087 0.1411  -0.213
C 1.6819 -1.2046 -0.4153  -0.003
N 1.8923 -2.5145 -0.6825  -0.802
N -0.3959 -1.3389 0.8151  -0.898
N -0.1892 1.6743 -1.7256  -0.736
H -1.4753 1.6395 0.0227  0.253
H -0.0417 2.8202 0.1485  0.227
H 1.6643 1.4091 0.2985  0.251
H 0.7554 1.0637 1.5827  0.247
H 2.5548 -0.5066 -0.5454  0.207
H 2.6722 -3.0179 -1.0781  0.428
H 1.2027 -3.1845 -0.3931  0.374
H -1.3480 -1.2556 0.4567  0.433
H -0.3126 -1.1171 1.8447  0.337
H -0.1153 -2.3319 0.8975  0.395
H 0.2061 0.7921 -2.0400  0.442
H -1.0730 1.8552 -2.2029  0.431
H 0.3810 2.4654 -2.0388  0.422
H -2.8151 -0.4127 2.0440  0.482
H -3.4747 0.7368 1.2945  0.492
O -2.6661 0.1960 1.3017  -0.998